1.
{
  "formula": "C6H8O2",
  "method": "ωB97M-V/def2-TZVPD",
  "elements": ["C", "C", "C", "C", "C", "C", "O", "O", "H", "H", "H", "H", "H", "H", "H", "H"],
  "xyz": [[-0.57455, -0.18816, 0.55034], [1.04579, 0.28443, 0.38380], [-0.75003, 0.23230, -0.82662], [-0.13702, 1.17834, 0.15404], [0.52573, -0.62429, 1.46017], [2.10080, -0.09601, -0.60730], [-2.33799, 0.30571, -0.67734], [-3.51114, -0.51775, -0.62634], [-3.99880, -0.11361, 0.10683], [-0.38905, -0.18576, -1.75674], [-0.43279, 2.15887, 0.47881], [0.43250, -0.22255, 2.46469], [0.83833, -1.66598, 1.43267], [3.07887, 0.14330, -0.18191], [2.10232, -1.16597, -0.82663], [2.00704, 0.47713, -1.52846]],
  "atomic_forces_ev_per_a": [[2.8826, 0.3298, -0.4912], [-0.3610, 0.2392, 1.0814], [-3.5017, -3.0669, 1.1363], [-0.2874, -0.4463, 0.1108], [0.5573, 0.1839, 0.0972], [-0.2289, -0.2289, -0.0702], [-0.1015, 4.4920, -0.9649], [0.7183, -1.8905, -0.7722], [0.6256, 0.1871, 0.0113], [-0.0915, 0.1901, -0.0501], [-0.0924, 0.1522, 0.0839], [-0.1025, -0.0733, -0.0191], [0.0834, 0.0422, 0.0307], [-0.0605, 0.0016, 0.0021], [0.0069, -0.0379, -0.1051], [-0.0467, -0.0743, -0.0808]],
  "relative_energy_ev": 10.028,
  "total_charge": 0,
  "gap_ev": 8.688,
  "smiles": "C[C@]12C[C@]13[C@@H](OO)[C@@H]32",
  "energy_ha": -383.5416,
  "multiplicity": 1,
  "e_homo_ev": -7.9
}

***

2.
{
  "formula": "C35H27Cl5NO7P2Rb",
  "method": "ωB97M-V/def2-TZVPD",
  "elements": ["Rb", "O", "C", "O", "C", "O", "C", "C", "O", "O", "H", "H", "H", "H", "H", "Cl", "C", "C", "C", "Cl", "C", "Cl", "C", "Cl", "C", "Cl", "O", "N", "O", "C", "P", "C", "C", "C", "C", "C", "C", "C", "C", "C", "C", "C", "C", "P", "C", "C", "C", "C", "C", "C", "C", "C", "C", "C", "C", "C", "H", "H", "H", "H", "H", "H", "H", "H", "H", "H", "H", "H", "H", "H", "H", "H", "H", "H", "H", "H", "H", "H"],
  "xyz": [[4.03513, -2.12838, 1.00875], [1.09268, 1.02818, 3.35122], [1.50414, -0.18619, 2.87769], [0.94643, -0.68966, 1.90932], [2.09884, -0.97845, 4.02494], [2.91192, -2.02498, 3.57913], [3.38545, -2.81567, 4.65772], [4.37769, -3.91676, 4.22114], [4.62668, -4.73661, 5.12573], [4.83100, -3.85179, 3.05751], [0.52966, 1.38882, 2.64482], [2.64848, -0.30730, 4.69175], [1.22767, -1.37703, 4.57067], [3.90100, -2.17448, 5.38527], [2.54044, -3.29275, 5.16958], [5.87290, -1.71006, -1.58879], [5.25165, -3.27617, -2.17507], [3.92013, -3.55523, -1.98152], [3.51797, -4.76644, -2.50103], [1.81231, -5.22768, -2.32791], [4.35393, -5.65418, -3.17062], [3.77184, -7.15826, -3.82398], [5.69861, -5.31899, -3.32666], [6.77801, -6.39348, -4.15541], [6.16423, -4.10935, -2.81871], [7.83514, -3.68181, -3.01981], [5.36999, 0.39279, 2.15523], [4.30767, 0.43091, 2.76193], [3.27956, 0.36434, 2.01032], [-1.49495, 2.64992, -0.94244], [-0.49812, 1.54064, 0.19367], [0.98134, 1.27847, -0.84995], [1.40763, 0.00260, -1.21075], [2.59610, -0.17748, -1.90453], [3.38833, 0.91950, -2.21332], [2.98530, 2.19324, -1.83942], [1.78915, 2.37053, -1.16297], [-1.39990, -0.04197, -0.03963], [-1.79593, -0.50762, -1.29277], [-2.45898, -1.71647, -1.42318], [-2.72366, -2.48625, -0.29631], [-2.31400, -2.04333, 0.95085], [-1.65314, -0.82821, 1.07813], [-2.66934, 3.65972, 0.04872], [-3.83722, 4.25989, -1.23986], [-5.11861, 4.66454, -0.85694], [-6.00533, 5.19681, -1.77694], [-5.62567, 5.34924, -3.10578], [-4.35476, 4.96196, -3.49812], [-3.46883, 4.42125, -2.57291], [-3.70910, 2.35873, 0.81995], [-4.50654, 1.48432, 0.08088], [-5.23593, 0.49261, 0.71186], [-5.17832, 0.36119, 2.09526], [-4.38834, 1.22074, 2.83997], [-3.65753, 2.21681, 2.20219], [-1.99222, 2.09592, -1.74162], [-0.78575, 3.34197, -1.39877], [0.81846, -0.86325, -0.93609], [2.91426, -1.18121, -2.16736], [4.32920, 0.77246, -2.72827], [3.61270, 3.04959, -2.05562], [1.51149, 3.36726, -0.83691], [-1.55844, 0.06651, -2.18160], [-2.74710, -2.07131, -2.40529], [-3.22607, -3.44074, -0.39726], [-2.49173, -2.65145, 1.82919], [-1.29045, -0.50023, 2.04367], [-5.42637, 4.54481, 0.17607], [-6.99735, 5.49300, -1.45817], [-6.31776, 5.76480, -3.82749], [-4.04769, 5.07319, -4.53085], [-2.48295, 4.11675, -2.90120], [-4.54661, 1.57619, -0.99881], [-5.83169, -0.19542, 0.12533], [-5.73596, -0.42639, 2.58693], [-4.32615, 1.11089, 3.91524], [-3.02653, 2.88194, 2.78000]],
  "atomic_forces_ev_per_a": [[-0.1084, -0.2356, 0.0015], [-0.0053, 0.0622, -0.1578], [-0.7552, -0.3777, 0.2804], [0.6611, 0.1305, 0.1048], [0.2082, -0.0738, -0.0257], [-0.2115, 0.0490, -0.0152], [-0.0374, 0.0057, 0.0568], [0.0558, 0.0086, -0.0391], [0.0089, 0.0011, 0.0029], [-0.0695, -0.0461, 0.0053], [0.0811, 0.0813, 0.0049], [0.0202, 0.0411, -0.0444], [0.0018, 0.0346, 0.0507], [-0.0037, -0.0023, 0.0009], [0.0017, 0.0073, 0.0037], [0.1747, -0.0075, -0.1645], [0.0692, 0.0589, -0.0799], [0.0461, -0.0249, 0.0067], [-0.0545, 0.0403, 0.0072], [0.0198, -0.0055, 0.0013], [-0.0287, -0.0380, -0.0210], [0.0125, 0.0142, 0.0066], [0.0162, -0.0116, -0.0011], [-0.0062, 0.0087, 0.0096], [-0.0366, -0.0152, -0.0348], [-0.0064, -0.0028, 0.0022], [0.3119, -0.0009, -0.0001], [-0.2205, 0.2601, -0.0949], [0.1772, 0.1502, 0.1078], [0.0289, 0.0346, 0.0660], [-0.0911, -0.1752, -0.0959], [0.0635, -0.0603, 0.0591], [-0.0394, -0.0222, -0.0473], [0.0420, 0.0627, 0.0195], [-0.0220, -0.0360, -0.0612], [-0.0162, -0.0027, -0.0481], [0.0089, -0.0045, 0.0647], [-0.0352, 0.0240, 0.0066], [-0.0556, 0.0473, 0.0135], [-0.0156, -0.0259, -0.0164], [0.0111, 0.0145, -0.0161], [-0.0419, 0.0262, 0.0165], [-0.2067, 0.0724, 0.0551], [-0.0509, 0.0322, 0.0244], [0.0108, -0.0020, 0.0049], [0.0059, -0.0063, 0.0205], [0.0003, 0.0066, -0.0179], [-0.0003, -0.0008, 0.0108], [0.0013, -0.0004, -0.0022], [0.0121, -0.0057, -0.0082], [0.0060, 0.0016, -0.0220], [0.0270, 0.0058, -0.0179], [0.0212, -0.0294, 0.0154], [0.0202, -0.0289, -0.0091], [0.0165, -0.0021, -0.0061], [0.0002, -0.0110, 0.0150], [0.0262, -0.0193, 0.0372], [0.0532, 0.0220, -0.0240], [0.0678, 0.0172, 0.0035], [0.0055, -0.0140, 0.0442], [0.0142, -0.0037, 0.0195], [0.0031, 0.0002, 0.0055], [-0.0460, 0.0340, 0.0093], [-0.0075, -0.0223, -0.0033], [0.0034, -0.0020, 0.0008], [0.0030, 0.0010, -0.0028], [0.0086, 0.0046, -0.0010], [-0.1480, -0.0482, -0.0790], [-0.0021, 0.0018, -0.0027], [-0.0013, 0.0007, -0.0003], [-0.0007, -0.0007, -0.0008], [0.0026, -0.0020, -0.0004], [-0.0038, 0.0044, -0.0073], [0.0067, -0.0048, 0.0033], [-0.0042, 0.0017, -0.0009], [-0.0015, 0.0040, -0.0002], [-0.0003, -0.0003, 0.0009], [-0.0023, -0.0007, -0.0002]],
  "relative_energy_ev": 1.128,
  "total_charge": -2,
  "gap_ev": 6.570,
  "energy_ha": -4939.1704,
  "multiplicity": 1,
  "e_homo_ev": -3.2
}

***

3.
{
  "formula": "C4H5ClN2",
  "method": "ωB97M-V/def2-TZVPD",
  "elements": ["C", "C", "C", "C", "H", "H", "H", "H", "H", "N", "N", "Cl"],
  "xyz": [[-1.12835, 0.13117, 0.01168], [-1.04806, -1.33983, 0.13660], [0.33510, -1.55231, -0.12945], [1.01728, -0.41764, -0.04586], [0.12278, 2.56686, -0.68045], [0.20493, 2.20302, 0.85483], [-2.01934, 0.70552, -0.06750], [-1.81943, -2.02427, 0.04998], [1.09392, -2.45002, -0.04536], [0.54055, 1.86884, 0.03444], [0.08098, 0.61679, -0.14276], [2.61964, -0.30814, 0.02385]],
  "atomic_forces_ev_per_a": [[-2.4006, -4.7387, 0.5705], [2.0076, 4.7512, -1.7885], [1.4957, -4.3225, 2.0316], [-3.3023, 1.2602, -1.6311], [1.0037, -1.7836, 1.0669], [-0.9761, 1.2387, 3.4201], [-0.3075, 0.5674, 0.1077], [-1.3897, -0.9739, 0.0844], [-2.5061, 1.1363, -0.2988], [0.1316, 3.2150, -4.0676], [2.9732, -1.3240, 0.4333], [3.2705, 0.9737, 0.0715]],
  "relative_energy_ev": 3.032,
  "total_charge": 0,
  "gap_ev": 8.742,
  "smiles": "Nn1cccc1Cl",
  "energy_ha": -725.0242,
  "multiplicity": 1,
  "e_homo_ev": -7.9
}

***

4.
{
  "formula": "C17H13BrMnN3OS",
  "method": "ωB97M-V/def2-TZVPD",
  "elements": ["Mn", "O", "N", "C", "C", "C", "C", "C", "S", "H", "H", "H", "H", "Br", "C", "C", "C", "C", "C", "C", "N", "C", "C", "C", "C", "C", "C", "N", "H", "H", "H", "H", "H", "H", "H", "H", "H"],
  "xyz": [[-0.09984, -0.04536, -0.67503], [-1.63624, 0.40522, -1.74437], [-2.48906, 1.34856, -1.28510], [-3.63537, 1.48485, -1.98671], [-4.56932, 2.40763, -1.62290], [-4.30077, 3.21528, -0.50857], [-3.12786, 3.05827, 0.17500], [-2.17417, 2.08640, -0.20211], [-0.70387, 1.80872, 0.63468], [-3.71595, 0.81334, -2.82681], [-5.47977, 2.49798, -2.19582], [-5.01854, 3.95970, -0.18838], [-2.88754, 3.66873, 1.03426], [6.74438, 2.64445, -0.18851], [5.16691, 1.60595, -0.07546], [5.12233, 0.50552, 0.75972], [3.96369, -0.25397, 0.84512], [2.83240, 0.07143, 0.09232], [2.91329, 1.18151, -0.74730], [4.06059, 1.95092, -0.83357], [1.62408, -0.64517, 0.13331], [1.48756, -1.74272, 0.88643], [0.25198, -2.42201, 0.86357], [-0.02054, -3.59414, 1.60905], [-1.25399, -4.17247, 1.52817], [-2.24421, -3.61160, 0.69237], [-1.91849, -2.48340, -0.01396], [-0.72016, -1.88904, 0.06768], [5.98925, 0.23867, 1.34919], [3.96038, -1.10119, 1.51524], [2.06112, 1.45966, -1.35494], [4.09422, 2.80900, -1.49024], [2.29459, -2.13389, 1.49070], [0.75748, -4.01139, 2.23642], [-1.47283, -5.06142, 2.10668], [-3.22931, -4.04600, 0.60272], [-2.62641, -2.00801, -0.68283]],
  "atomic_forces_ev_per_a": [[-0.3371, 0.0984, 0.6087], [-0.3146, 0.0413, 0.0973], [0.3173, -0.3380, -0.3664], [-0.0122, 0.0710, 0.0349], [0.0037, 0.0183, 0.0148], [-0.1001, 0.0286, -0.0395], [0.2015, -0.0225, 0.1206], [-0.2180, 0.2448, 0.0796], [0.1663, -0.1053, -0.3369], [-0.0012, -0.0120, -0.0001], [-0.0015, 0.0151, 0.0219], [0.0273, -0.0154, -0.0171], [-0.0215, -0.0159, -0.0086], [0.0582, 0.0291, 0.0007], [-0.0518, 0.0100, -0.0275], [-0.0692, -0.1111, 0.0498], [0.1925, 0.0242, 0.0595], [-0.3011, -0.2916, 0.2048], [0.0934, 0.2112, -0.1494], [-0.0688, -0.0659, 0.0031], [0.4227, 0.3198, -0.1470], [-0.1336, -0.1509, -0.0399], [0.1515, -0.0512, 0.0987], [0.0562, -0.0189, 0.0146], [-0.0735, -0.0550, 0.0185], [0.0516, -0.0552, 0.0416], [0.0555, 0.0424, -0.0515], [0.0501, 0.1194, -0.3217], [-0.0174, -0.0029, 0.0012], [0.0119, 0.0166, -0.0001], [-0.0940, 0.0003, -0.0025], [-0.0055, 0.0000, -0.0004], [-0.0268, -0.0040, 0.0310], [-0.0356, 0.0100, -0.0075], [0.0022, 0.0021, -0.0234], [0.0283, -0.0089, 0.0210], [-0.0067, 0.0224, 0.0173]],
  "total_charge": 0,
  "gap_ev": [6.117, 6.997],
  "energy_ha": -5018.2940,
  "s_squared": 6.05,
  "multiplicity": 5,
  "e_homo_ev": [-5.8, -7.3]
}

***

5.
{
  "formula": "C2H5O3PS2",
  "method": "ωB97M-V/def2-TZVPD",
  "elements": ["C", "C", "O", "O", "O", "P", "S", "S", "H", "H", "H", "H", "H"],
  "xyz": [[0.56310, 0.73011, 1.93735], [0.66666, 0.09722, 0.48132], [2.41603, 4.32301, -1.56718], [0.92365, 4.62814, 0.52163], [3.52007, 4.30638, 0.78221], [2.18495, 4.20688, -0.09942], [2.04172, -1.05138, 0.49277], [3.16016, 2.44180, 0.67547], [1.45887, 0.89975, 2.48434], [0.05857, 1.65326, 1.96294], [-0.10833, 0.21210, 2.52026], [0.89442, 0.87140, -0.26364], [-0.32656, -0.19639, -0.03973]],
  "atomic_forces_ev_per_a": [[-0.5689, 0.1114, -2.4275], [-0.4588, 1.3509, -0.0086], [-0.1211, 0.3957, 0.3015], [-0.5235, 0.4156, 0.5768], [-0.3186, -0.5102, 0.0003], [1.0033, -1.1530, -1.0626], [0.1950, -0.9833, -0.3570], [0.1437, 1.0440, 0.1109], [1.0259, -0.3563, -0.1314], [-0.5098, 1.8993, -0.6512], [-1.2411, -2.1975, 1.5164], [0.4082, 0.3740, 0.5018], [0.9656, -0.3908, 1.6305]],
  "relative_energy_ev": 2.387,
  "total_charge": -2,
  "gap_ev": 5.820,
  "energy_ha": -1442.6887,
  "multiplicity": 1,
  "e_homo_ev": 0.3
}

***

6.
{
  "formula": "C5H10O",
  "method": "ωB97M-V/def2-TZVPD",
  "elements": ["C", "C", "C", "C", "C", "O", "H", "H", "H", "H", "H", "H", "H", "H", "H", "H"],
  "xyz": [[0.68619, 2.29714, -0.42966], [-0.12794, 1.03031, -0.69090], [0.11215, -0.04212, 0.37039], [-0.70816, -1.27853, 0.08707], [-0.16675, -3.12468, 0.61851], [-0.39827, -2.10879, 1.37611], [0.49933, 3.05394, -1.19974], [0.42916, 2.73616, 0.54276], [1.76228, 2.08127, -0.42566], [-1.19921, 1.27995, -0.72148], [0.12607, 0.62939, -1.68348], [1.17926, -0.31455, 0.39713], [-0.15026, 0.34047, 1.36503], [-0.39044, -1.71954, -0.88327], [-1.78629, -1.12360, 0.10352], [0.49747, -3.82136, 1.10410]],
  "atomic_forces_ev_per_a": [[0.0148, 0.0755, -0.0280], [0.0309, 0.1128, -0.0474], [-0.2320, 0.6326, -0.1683], [0.0577, 2.4173, 1.0559], [0.0145, -3.2030, -0.0317], [-0.1425, 0.5308, -3.2549], [0.0437, -0.1135, 0.1377], [0.0486, -0.0887, -0.1750], [-0.1985, 0.0257, 0.0060], [0.2090, -0.0442, 0.0054], [-0.0539, 0.0584, 0.1736], [-0.2845, 0.0292, -0.0028], [0.1063, 0.0378, -0.1800], [-0.3512, 0.1567, 1.1553], [0.0160, 0.0377, -0.0244], [0.7212, -0.6651, 1.3787]],
  "relative_energy_ev": 4.776,
  "total_charge": 0,
  "gap_ev": 8.469,
  "energy_ha": -271.5771,
  "multiplicity": 1,
  "e_homo_ev": -7.5
}